C3H7N3O2 | ωB97M-V with the def2-TZVPD basis set

Each line ends with the natural charge from an NBO analysis.
CARTESIAN COORDINATES (ANGSTROEM)
C (0.395141, 1.404482, 2.152808)  -0.33
C (-0.092336, 0.147213, 0.219819)  0.67
C (-1.288408, -1.127934, -1.598127)  0.24
H (1.435815, 1.490316, 1.335993)  0.28
H (-0.175071, 2.361255, 2.519927)  0.22
H (0.273627, 0.445610, 2.831898)  0.22
H (-1.986931, -0.233379, 0.159362)  0.40
H (-2.437864, -1.472186, -1.611982)  0.19
H (0.538170, -0.524553, -2.427479)  0.38
H (2.595127, -1.050693, -0.750710)  0.49
N (-1.134796, -0.223247, -0.618360)  -0.63
N (-0.362001, -1.254585, -2.565718)  -0.66
N (1.246946, 0.080164, 0.135278)  -0.34
O (-0.553726, 0.849631, 1.148549)  -0.51
O (1.546308, -0.892093, -0.931259)  -0.61

Cartesian forces (eV/Å) of the 3 atoms listed first:
-0.055 -1.173 -1.933
4.667 -0.743 -3.103
1.839 -0.557 -5.095

DFT total energy: -11783.5173 eV
Energy above the lowest of the compared OMol25 structures with the same formula, charge and spin: 7.796 eV
Lowest unoccupied orbital energy: 0.51 eV
SMILES: [H]/N=C\N/C(=N\O)OC
HOMO energy: -8.73 eV

***

C7H15N2S | ωB97M-V with the def2-TZVPD basis set

Each line ends with the natural charge from an NBO analysis.
CARTESIAN COORDINATES (ANGSTROEM)
C (-1.993479, 0.271679, -0.086447)  0.02
C (-1.233185, -0.050284, 0.918705)  -0.02
C (2.632979, 0.031456, -0.129729)  0.55
C (-2.117970, 1.629312, -0.700005)  -0.66
C (-3.189079, -0.559114, -0.424181)  -0.63
C (-1.296273, -1.369467, 1.590259)  -0.69
C (3.388338, -0.378404, -1.338391)  -0.70
N (3.377082, 0.460192, 0.907488)  -0.72
N (1.317729, 0.299168, -0.093669)  -0.66
S (0.465987, 0.953232, 1.297375)  0.33
H (-1.436109, 2.423090, -0.293428)  0.23
H (-3.034122, 2.096068, -0.440186)  0.25
H (-1.928256, 1.499771, -1.775069)  0.22
H (-2.683307, -1.517464, -0.610464)  0.22
H (-3.620863, -0.145372, -1.314003)  0.23
H (-3.863675, -0.622047, 0.315792)  0.23
H (-0.787597, -1.225768, 2.504300)  0.24
H (-2.272111, -1.700262, 1.870278)  0.24
H (-0.918873, -2.193114, 0.973268)  0.23
H (3.714876, -1.356793, -1.115961)  0.27
H (4.389826, 0.110132, -1.284881)  0.26
H (2.936657, -0.284658, -2.341327)  0.27
H (4.349341, 0.215666, 0.899394)  0.42
H (2.977278, 1.008820, 1.626896)  0.43
H (0.824812, 0.404161, -0.956022)  0.43

Cartesian forces (eV/Å) of the 3 atoms listed first:
-1.989 3.147 0.438
2.881 -0.356 0.564
-0.876 3.089 0.739

DFT total energy: -21309.8209 eV
Energy above the lowest of the compared OMol25 structures with the same formula, charge and spin: 2.218 eV
Lowest unoccupied orbital energy: -3.44 eV
SMILES: CC(C)=C(C)S/[NH+]=C(/C)N
Total charge: +1
HOMO energy: -13.01 eV

***

C3H10NO | ωB97M-V with the def2-TZVPD basis set

Each line ends with the natural charge from an NBO analysis.
CARTESIAN COORDINATES (ANGSTROEM)
C (1.783560, -2.084237, -0.633810)  -0.25
O (0.508189, -1.233055, -0.954971)  -0.75
H (1.575850, -3.206881, -0.623412)  0.22
H (1.973989, -1.793339, 0.408702)  0.19
H (2.475656, -1.900827, -1.443985)  0.23
H (-0.302812, -1.582674, -0.586116)  0.49
C (-0.895730, 1.447342, 0.069509)  -0.07
C (-2.075083, 1.553258, 0.749449)  -0.40
N (0.233769, 0.782230, 0.790097)  -0.83
H (-0.722945, 2.009427, -1.025958)  0.27
H (-2.789820, 2.308030, 0.395973)  0.26
H (-2.306856, 0.692408, 1.349949)  0.22
H (-0.083561, 0.948192, 1.796432)  0.47
H (1.115151, 1.524280, 0.643284)  0.46
H (0.486980, -0.107961, 0.083329)  0.49

Cartesian forces (eV/Å) of the 3 atoms listed first:
-2.797 -0.905 0.588
1.961 0.005 0.448
-0.192 1.623 -0.180

DFT total energy: -6800.8707 eV
Energy above the lowest of the compared OMol25 structures with the same formula, charge and spin: 3.440 eV
Lowest unoccupied orbital energy: -3.73 eV
Total charge: +1
HOMO energy: -14.49 eV

***

C3H4FNO2 | ωB97M-V with the def2-TZVPD basis set

Each line ends with the natural charge from an NBO analysis.
CARTESIAN COORDINATES (ANGSTROEM)
C (0.189146, 0.907067, 0.252784)  0.08
C (-1.097941, 0.056426, 0.404687)  -0.14
C (1.184224, -0.117904, -0.134457)  0.61
H (0.526080, 1.556897, 1.131688)  0.22
H (-1.418290, -0.517871, 1.324278)  0.23
H (-2.036441, 0.707252, 0.140965)  0.22
H (0.730664, -2.129753, -0.997856)  0.41
N (0.360450, -1.280478, -0.373857)  -0.38
O (-0.947025, -0.838729, -0.750296)  -0.36
O (2.413909, -0.099351, -0.092029)  -0.53
F (0.095226, 1.756439, -0.905907)  -0.35

Cartesian forces (eV/Å) of the 3 atoms listed first:
-0.390 1.905 0.838
-3.217 1.677 -1.840
2.083 -2.808 0.015

DFT total energy: -11475.5156 eV
Energy above the lowest of the compared OMol25 structures with the same formula, charge and spin: 2.877 eV
Lowest unoccupied orbital energy: 0.66 eV
SMILES: O=C1NOC[C@@H]1F
HOMO energy: -9.75 eV

***

C6H10 | ωB97M-V with the def2-TZVPD basis set

Each line ends with the natural charge from an NBO analysis.
CARTESIAN COORDINATES (ANGSTROEM)
C (-1.077846, -0.677250, 1.510481)  -0.61
C (-0.561007, 0.355476, 0.520452)  -0.20
C (0.946903, 0.727576, 0.488969)  -0.40
C (0.886289, 0.700165, -1.041712)  -0.22
C (0.649606, -0.705627, -1.481619)  -0.42
C (-0.516078, 0.107142, -0.991028)  -0.22
H (-0.802600, -0.399713, 2.536462)  0.21
H (-2.171396, -0.750933, 1.475186)  0.21
H (-0.664524, -1.672295, 1.312248)  0.20
H (-1.120255, 1.291706, 0.640155)  0.20
H (1.191006, 1.687000, 0.952244)  0.21
H (1.613175, -0.039420, 0.905093)  0.20
H (1.260294, 1.478148, -1.699797)  0.22
H (1.068343, -1.538987, -0.916993)  0.20
H (0.657658, -0.855000, -2.559597)  0.22
H (-1.359571, 0.292010, -1.650540)  0.21

Cartesian forces (eV/Å) of the 3 atoms listed first:
0.010 -0.065 -0.030
-0.090 0.020 0.094
0.107 0.037 0.097

DFT total energy: -6382.4953 eV
Energy above the lowest of the compared OMol25 structures with the same formula, charge and spin: 1.364 eV
Lowest unoccupied orbital energy: 1.23 eV
SMILES: C[C@H]1C[C@H]2C[C@H]21
HOMO energy: -9.53 eV

***

C8H12NO3 | ωB97M-V with the def2-TZVPD basis set

Each line ends with the natural charge from an NBO analysis.
CARTESIAN COORDINATES (ANGSTROEM)
C (-0.591822, -0.015070, -0.998790)  0.53
C (0.075188, 1.006080, -1.800563)  0.37
C (1.879665, -0.379413, -2.351553)  0.81
C (-1.770122, -0.242882, 2.550605)  -0.42
C (-1.380621, 1.163655, 2.321618)  -0.41
C (-1.629296, -0.907368, 1.230652)  -0.22
C (-0.091814, 0.973434, 1.529455)  -0.21
C (2.979790, -0.513001, -3.310641)  -0.75
N (-0.423242, -0.230358, 0.641594)  -0.43
O (-1.544170, -0.597963, -1.417828)  -0.48
O (1.480460, -1.162609, -1.580473)  -0.48
O (1.101450, 0.919848, -2.451756)  -0.43
H (-1.020260, -0.553665, 3.165541)  0.21
H (-2.749297, -0.430851, 2.759471)  0.25
H (-2.267354, 1.728905, 1.773012)  0.23
H (-1.206182, 1.655971, 3.257877)  0.25
H (-1.491634, -1.959983, 1.221851)  0.23
H (-2.440827, -0.788914, 0.480617)  0.25
H (0.028919, 1.756089, 0.910295)  0.22
H (0.757486, 0.730308, 2.054105)  0.22
H (3.010725, 0.526335, -3.808046)  0.26
H (2.943271, -1.217833, -4.023809)  0.28
H (3.965053, -0.600109, -2.813784)  0.29
H (0.384635, -0.860607, 0.660549)  0.44

Cartesian forces (eV/Å) of the 3 atoms listed first:
-0.801 -1.112 0.547
-2.592 1.417 2.253
0.209 -1.689 -0.478

DFT total energy: -16112.0110 eV
Energy above the lowest of the compared OMol25 structures with the same formula, charge and spin: 3.277 eV
Lowest unoccupied orbital energy: -4.58 eV
Total charge: +1
HOMO energy: -13.14 eV

***

Number 1: HOMO-LUMO gap 9.24 eV. Number 2: HOMO-LUMO gap 9.57 eV. Number 3: HOMO-LUMO gap 10.76 eV. Number 4: HOMO-LUMO gap 10.41 eV. Number 5: HOMO-LUMO gap 10.75 eV. Number 6: HOMO-LUMO gap 8.56 eV.